[1]
Formula: C6H10
Source: the OMol25 dataset
Level of theory: ωB97M-V with the def2-TZVPD basis set

Cartesian coordinates (Å):
C 2.74 0.33 0.12
C 1.48 0.01 0.25
C 0.23 -0.33 0.24
C -1.10 -0.47 0.86
C -0.88 -0.79 -0.61
C -1.89 0.75 1.24
H 3.04 1.33 -0.18
H 3.52 -0.42 0.28
H 1.46 -0.11 -2.41
H -1.22 -1.34 1.51
H -1.27 -0.09 -1.34
H -0.89 -1.83 -0.92
H 1.06 -0.23 -3.03
H -1.71 1.57 0.53
H -2.96 0.52 1.23
H -1.62 1.10 2.24

Output
Structure (SMILES): C=C=C1C[C@@H]1C.[H][H]
Energy above the lowest of the compared OMol25 structures with the same formula, charge and spin (kJ/mol): 334.4
Electronic energy (eV): -6380.3939
HOMO-LUMO gap (eV): 10.3

[2]
Formula: C52H110N2O10
Source: the OMol25 dataset
Level of theory: ωB97M-V with the def2-TZVPD basis set

Cartesian coordinates (Å):
C 3.50 -22.30 -0.78
C 2.78 -23.61 -1.07
C 3.08 -23.98 -2.54
O 3.32 -22.63 -3.10
C 3.52 -21.57 -2.12
H 4.53 -22.42 -0.44
H 3.10 -21.78 0.09
H 1.71 -23.50 -0.91
H 2.91 -24.47 -0.41
H 2.22 -24.39 -3.07
H 4.00 -24.57 -2.47
H 2.58 -21.05 -2.30
H 4.36 -20.90 -2.24
C -12.33 -10.87 -3.86
C -11.60 -11.93 -4.72
C -10.20 -11.29 -4.76
O -10.19 -10.12 -3.95
C -11.58 -9.60 -3.94
H -12.29 -11.14 -2.81
H -13.33 -10.60 -4.20
H -11.87 -12.07 -5.77
H -11.50 -12.85 -4.14
H -9.94 -10.96 -5.76
H -9.37 -11.97 -4.53
H -11.68 -9.06 -4.88
H -11.78 -8.88 -3.15
C 3.72 -11.99 -1.20
C 4.86 -12.89 -1.59
C 4.77 -14.04 -0.54
O 4.50 -13.29 0.60
C 3.52 -12.23 0.30
H 2.80 -12.17 -1.76
H 3.91 -10.94 -1.38
H 5.84 -12.41 -1.59
H 4.87 -13.10 -2.66
H 5.68 -14.63 -0.38
H 3.97 -14.77 -0.64
H 3.73 -11.35 0.91
H 2.52 -12.59 0.55
C -11.16 -20.17 -1.85
C -9.85 -20.96 -1.93
C -10.14 -22.22 -1.07
O -11.52 -22.37 -1.25
C -12.19 -21.27 -1.91
H -11.31 -19.57 -2.75
H -11.23 -19.56 -0.94
H -8.96 -20.42 -1.62
H -9.63 -21.29 -2.95
H -9.89 -21.98 -0.04
H -9.70 -23.16 -1.40
H -13.20 -20.96 -1.67
H -12.26 -21.55 -2.97
C -6.29 -11.74 6.42
C -6.94 -13.00 7.00
C -8.17 -12.46 7.66
O -7.85 -11.20 8.05
C -6.74 -10.59 7.35
H -6.76 -11.55 5.45
H -5.22 -11.87 6.30
H -6.24 -13.41 7.73
H -7.20 -13.81 6.32
H -8.39 -13.10 8.51
H -8.96 -12.37 6.92
H -5.94 -10.35 8.05
H -7.08 -9.70 6.82
C -3.83 -8.97 -0.62
C -2.40 -8.78 -0.16
C -2.20 -7.24 -0.45
O -3.25 -6.88 -1.32
C -4.00 -8.00 -1.68
H -4.55 -8.90 0.20
H -3.92 -10.01 -0.94
H -1.81 -9.42 -0.82
H -2.26 -9.05 0.89
H -1.28 -6.85 -0.89
H -2.39 -6.73 0.49
H -3.73 -8.29 -2.69
H -5.03 -7.70 -1.88
C -14.59 -11.40 3.34
C -13.21 -11.39 2.87
C -12.91 -12.83 2.67
O -13.71 -13.39 3.70
C -14.88 -12.68 3.98
H -15.24 -11.36 2.47
H -14.91 -10.61 4.02
H -12.49 -10.88 3.52
H -13.11 -10.82 1.94
H -11.85 -13.11 2.72
H -13.13 -13.27 1.69
H -14.93 -12.47 5.05
H -15.75 -13.13 3.50
C 1.78 -11.91 8.70
C 1.24 -10.80 9.54
C 1.91 -9.60 8.85
O 1.86 -10.05 7.47
C 2.20 -11.41 7.34
H 1.13 -12.78 8.57
H 2.61 -12.35 9.25
H 1.51 -10.89 10.59
H 0.16 -10.82 9.43
H 2.90 -9.42 9.28
H 1.41 -8.64 8.96
H 3.28 -11.50 7.18
H 1.58 -11.87 6.58
C 0.24 -24.09 6.47
C 0.37 -24.17 7.99
C 1.03 -25.53 7.99
O 0.59 -26.26 6.89
C -0.18 -25.43 5.94
H 1.24 -23.81 6.13
H -0.53 -23.41 6.10
H -0.45 -24.16 8.70
H 0.97 -23.31 8.29
H 0.99 -26.07 8.94
H 2.07 -25.49 7.68
H -1.27 -25.42 6.00
H 0.14 -25.50 4.90
C -1.43 -14.08 -7.74
C -0.61 -12.80 -7.48
C -1.68 -11.77 -7.24
O -2.66 -12.45 -6.56
C -2.82 -13.74 -7.15
H -0.99 -14.96 -7.26
H -1.43 -14.28 -8.82
H 0.21 -12.53 -8.15
H -0.10 -13.00 -6.54
H -1.87 -11.39 -8.24
H -1.26 -10.88 -6.77
H -3.52 -13.61 -7.97
H -3.15 -14.50 -6.44
C 11.04 -19.72 2.70
C 10.40 -18.49 3.38
N 9.48 -18.82 4.49
C 9.79 -19.62 5.66
C 10.99 -19.23 6.48
C 8.81 -17.54 4.89
C 7.28 -17.67 5.14
H 11.53 -19.44 1.77
H 10.24 -20.44 2.57
H 11.88 -20.20 3.20
H 11.14 -17.78 3.76
H 9.87 -18.00 2.57
H 9.63 -20.64 5.30
H 8.90 -19.64 6.29
H 11.01 -18.19 6.81
H 11.98 -19.45 6.08
H 11.02 -19.85 7.38
H 9.32 -17.21 5.79
H 8.89 -16.70 4.21
H 6.83 -17.57 4.15
H 6.94 -18.61 5.58
H 7.00 -16.82 5.75
C -3.17 -19.87 0.00
C -3.43 -18.94 1.17
N -3.02 -17.51 0.91
C -3.92 -16.87 -0.05
C -5.24 -16.29 0.51
C -2.80 -16.81 2.20
C -1.66 -17.37 3.11
H -2.26 -19.63 -0.54
H -4.04 -19.95 -0.65
H -2.89 -20.90 0.25
H -4.42 -18.92 1.62
H -2.80 -19.31 1.98
H -3.39 -16.20 -0.74
H -4.20 -17.65 -0.76
H -4.94 -15.45 1.14
H -5.75 -15.81 -0.33
H -5.86 -17.01 1.04
H -3.78 -16.83 2.67
H -2.40 -15.80 2.06
H -0.79 -17.55 2.47
H -2.05 -18.24 3.64
H -1.28 -16.61 3.80

Output
Structure (SMILES): CCN(CC)CC.CCN(CC)CC.C1CCOC1.C1CCOC1.C1CCOC1.C1CCOC1.C1CCOC1.C1CCOC1.C1CCOC1.C1CCOC1.C1CCOC1.C1CCOC1
Energy above the lowest of the compared OMol25 structures with the same formula, charge and spin (kJ/mol): 827.9
Electronic energy (eV): -79150.6188
HOMO-LUMO gap (eV): 8.3

[3]
Formula: C17H20IrN5O3S5Sb
Source: the OMol25 dataset
Level of theory: ωB97M-V with the def2-TZVPD basis set

Cartesian coordinates (Å):
Ir -0.22 -0.86 -1.72
C 4.42 -0.27 -2.35
N 3.49 0.83 -2.15
C 3.80 2.01 -1.49
C 2.65 2.68 -1.30
N 1.64 1.91 -1.86
C 2.17 0.76 -2.38
S 1.39 -0.44 -3.32
C 0.25 2.23 -1.74
C -0.11 3.54 -1.44
C -1.45 3.85 -1.33
C -2.39 2.86 -1.55
C -1.95 1.59 -1.87
N -0.65 1.28 -1.95
H 5.42 0.15 -2.50
H 4.12 -0.83 -3.23
H 4.40 -0.92 -1.48
H 4.80 2.24 -1.18
H 2.48 3.60 -0.78
H 0.64 4.31 -1.32
H -1.75 4.86 -1.09
H -3.45 3.06 -1.49
H -2.63 0.76 -2.06
S -1.74 -5.23 -3.83
Sb -1.86 -3.72 -2.16
S -2.01 -1.45 -3.03
S 0.36 -3.09 -1.46
S -3.28 -4.20 -0.45
C 0.00 -3.36 2.41
C -1.29 -2.55 2.51
C -1.11 -1.04 2.24
C -2.46 -0.33 2.47
C -2.43 1.16 2.12
C -0.08 -0.49 3.20
O -0.24 -0.46 4.40
N 1.11 -0.05 2.65
C 1.40 0.08 1.29
O 2.48 0.57 0.97
N 0.45 -0.31 0.40
C -0.70 -0.84 0.81
O -1.49 -1.15 -0.11
H -0.21 -4.41 2.61
H 0.75 -3.03 3.14
H 0.43 -3.30 1.41
H -1.71 -2.64 3.51
H -2.01 -2.93 1.78
H -2.71 -0.46 3.52
H -3.20 -0.85 1.86
H -1.69 1.69 2.71
H -3.40 1.61 2.31
H -2.20 1.31 1.06
H 1.82 0.28 3.28

Output
Energy above the lowest of the compared OMol25 structures with the same formula, charge and spin (kJ/mol): 98.7
Total charge: -1
Electronic energy (eV): -95106.5157
HOMO-LUMO gap (eV): 5.5

[4]
Formula: ClHO3S
Source: the OMol25 dataset
Level of theory: ωB97M-V with the def2-TZVPD basis set

Cartesian coordinates (Å):
O -0.99 -1.18 -0.76
O 1.46 -1.01 1.27
O 0.52 1.31 0.67
S 1.08 -0.28 0.13
Cl -0.04 2.38 -0.41
H -2.03 -1.23 -0.89

Output
Energy above the lowest of the compared OMol25 structures with the same formula, charge and spin (kJ/mol): 481.3
Electronic energy (eV): -29510.2087
HOMO-LUMO gap (spin up / spin down) (eV): 6.9 / 6.9

[5]
Formula: C4H12NOS
Source: the OMol25 dataset
Level of theory: ωB97M-V with the def2-TZVPD basis set

Cartesian coordinates (Å):
O 0.04 -1.88 -3.17
C -0.54 -2.38 -2.25
C -0.36 -1.84 -0.85
N 0.44 -0.59 -0.96
H -1.19 -3.26 -2.36
H -1.33 -1.61 -0.39
H 0.15 -2.58 -0.24
H 1.20 -0.56 -0.28
H 0.82 -0.56 -1.92
H -0.15 0.26 -0.81
C -0.04 0.97 2.33
C 0.41 2.01 1.32
S -0.84 2.23 0.00
H -0.26 0.01 1.86
H -0.95 1.29 2.83
H 0.73 0.82 3.09
H 0.57 2.97 1.81
H 1.36 1.75 0.84
H -0.06 2.94 -0.83

Output
Energy above the lowest of the compared OMol25 structures with the same formula, charge and spin (kJ/mol): 50.0
Total charge: +1
Electronic energy (eV): -18708.5483
HOMO-LUMO gap (eV): 10.1

[6]
Formula: C7H15FN2O2
Source: the OMol25 dataset
Level of theory: ωB97M-V with the def2-TZVPD basis set

Cartesian coordinates (Å):
C 0.73 -1.39 1.21
C -0.38 -1.95 0.28
C 1.90 -0.84 0.38
C 1.40 0.38 -0.36
C -1.97 0.50 -1.92
C -2.30 0.28 0.47
C 1.49 2.51 0.70
N -0.73 -1.12 -0.82
N -1.73 -0.28 -0.73
O 2.41 -1.78 -0.52
O 0.74 1.37 0.29
F 2.24 0.83 -1.34
H 0.34 -0.58 1.83
H 1.08 -2.20 1.85
H 0.00 -2.88 -0.16
H -1.25 -2.20 0.91
H 2.73 -0.60 1.06
H -3.01 0.41 -2.24
H -1.75 1.56 -1.74
H -1.32 0.13 -2.70
H -1.82 1.23 0.72
H -3.37 0.45 0.31
H -2.17 -0.39 1.32
H 0.77 3.19 1.15
H 1.95 3.00 -0.16
H 2.26 2.24 1.43
H 1.76 -1.87 -1.24

Output
Energy above the lowest of the compared OMol25 structures with the same formula, charge and spin (kJ/mol): 112.3
Electronic energy (eV): -17290.6844
HOMO-LUMO gap (spin up / spin down) (eV): 7.5 / 8.0

[7]
Formula: C6H24N12O6
Source: the OMol25 dataset
Level of theory: ωB97M-V with the def2-TZVPD basis set

Cartesian coordinates (Å):
C 15.70 -23.39 13.38
O 14.86 -22.79 12.64
N 16.50 -24.32 12.85
N 15.91 -23.19 14.71
H 17.28 -24.67 13.37
H 16.41 -24.69 11.91
H 16.69 -23.56 15.22
H 15.15 -22.80 15.25
C 19.20 -22.51 9.04
O 18.33 -21.73 9.14
N 20.42 -22.07 8.99
N 19.14 -23.82 9.17
H 21.21 -22.61 8.68
H 20.63 -21.09 9.13
H 19.98 -24.38 9.28
H 18.25 -24.16 9.51
C 15.91 -24.85 9.58
O 15.11 -25.44 10.28
N 16.12 -23.55 9.79
N 16.49 -25.19 8.50
H 15.62 -23.19 10.59
H 16.42 -23.02 8.98
H 16.28 -26.14 8.23
H 16.98 -24.50 7.95
C 11.80 -25.99 11.65
O 10.67 -26.31 11.60
N 12.25 -24.78 11.71
N 12.81 -26.90 11.68
H 11.58 -24.03 11.63
H 13.18 -24.71 11.35
H 12.49 -27.85 11.52
H 13.74 -26.57 11.50
C 15.57 -19.56 8.56
O 14.63 -19.02 7.91
N 15.48 -20.25 9.64
N 16.89 -19.42 8.34
H 16.27 -20.57 10.17
H 14.54 -20.40 9.97
H 17.45 -19.99 8.95
H 17.10 -18.75 7.61
C 14.39 -27.90 7.62
O 15.45 -27.42 7.24
N 13.71 -27.47 8.58
N 13.76 -28.92 7.02
H 12.91 -28.01 8.88
H 14.13 -26.74 9.15
H 12.96 -29.26 7.54
H 14.26 -29.49 6.35

Output
Energy above the lowest of the compared OMol25 structures with the same formula, charge and spin (kJ/mol): 61.1
Total charge: -1
2S+1: 2
Electronic energy (eV): -36781.1920
HOMO-LUMO gap (spin up / spin down) (eV): 2.1 / 9.3

[8]
Formula: C4H7N3O
Source: the OMol25 dataset
Level of theory: ωB97M-V with the def2-TZVPD basis set

Cartesian coordinates (Å):
C 0.46 0.61 2.42
C -0.05 -0.44 1.70
C 1.33 0.82 0.47
C -1.10 0.16 -2.17
N 1.33 1.36 1.64
N 0.47 -0.28 0.41
N 0.19 -1.19 -0.62
O -1.04 -0.93 -1.26
H 0.59 0.82 3.46
H -0.84 -1.10 1.77
H 2.12 1.15 -0.33
H -2.20 0.09 -2.51
H -0.50 -0.01 -3.16
H -0.87 1.09 -1.58
H 0.10 -2.15 -0.23

Output
Structure (SMILES): CONn1ccnc1
Energy above the lowest of the compared OMol25 structures with the same formula, charge and spin (kJ/mol): 415.9
Electronic energy (eV): -10775.4365
HOMO-LUMO gap (eV): 9.9

[9]
Formula: C8H5N2OS
Source: the OMol25 dataset
Level of theory: ωB97M-V with the def2-TZVPD basis set

Cartesian coordinates (Å):
C -0.17 -0.57 0.95
C -1.27 -1.26 0.46
C 0.55 0.43 0.21
C -1.78 -0.87 -0.84
C 0.47 1.59 -2.11
C 0.07 0.73 -1.08
C -1.12 0.09 -1.61
C -4.79 -0.48 -1.73
N -0.38 1.43 -3.14
N -1.29 0.50 -2.84
O -4.74 -1.16 -2.66
S -4.88 0.67 -0.67
H 0.47 -0.87 1.81
H -1.84 -2.00 1.05
H 1.47 0.78 0.61
H -2.73 -1.30 -1.12
H 1.36 2.33 -2.05

Output
Total charge: -1
Electronic energy (eV): -24240.2154
HOMO-LUMO gap (eV): 6.1

[10]
Formula: C3H25NO8S2
Source: the OMol25 dataset
Level of theory: ωB97M-V with the def2-TZVPD basis set

Cartesian coordinates (Å):
S -2.04 -0.39 -2.69
S -0.33 -0.85 -1.68
C -0.91 -0.31 0.00
C 0.23 -0.06 0.95
N -0.06 -0.37 2.33
C 0.93 0.17 3.26
H -1.59 0.50 -3.60
H -1.56 0.56 -0.10
H -1.61 -1.08 0.33
H 0.60 0.98 0.91
H 1.14 -0.54 0.58
H -1.00 -0.08 2.56
H 1.88 0.07 2.72
H 0.99 -0.30 4.23
H 0.82 1.26 3.26
H 0.79 -3.57 2.31
H -0.26 -2.87 3.07
O -0.08 -3.74 2.69
H -3.28 1.25 3.24
H -2.91 2.41 2.33
O -2.52 1.74 2.91
H 2.71 -2.74 -0.03
H 2.87 -2.74 -1.53
O 3.39 -2.76 -0.71
H 0.30 4.52 -1.56
H 0.91 3.98 -0.23
O 0.08 4.17 -0.69
H -1.50 -3.17 0.32
H -0.25 -4.06 -0.07
O -0.69 -3.22 -0.20
H -2.81 3.73 0.43
H -1.23 3.60 0.53
O -2.08 3.19 0.71
H 2.68 1.84 -1.18
H 1.33 2.04 -0.57
O 2.23 2.39 -0.51
H 3.10 0.36 -3.15
H 4.28 0.98 -2.46
O 3.45 0.52 -2.25

Output
Total charge: -1
2S+1: 2
Electronic energy (eV): -43056.0653
HOMO-LUMO gap (spin up / spin down) (eV): 2.0 / 7.9

[11]
Formula: C4H12NO2
Source: the OMol25 dataset
Level of theory: ωB97M-V with the def2-TZVPD basis set

Cartesian coordinates (Å):
C -1.31 -2.05 -0.52
C -0.25 -1.55 -1.54
N 0.57 -0.31 -1.24
C -0.06 0.78 -0.55
C 1.07 1.75 0.08
O 1.75 1.17 1.12
H -1.72 -3.02 -0.73
H -2.30 -1.26 -0.57
H -0.90 -2.02 0.50
H 0.40 -2.47 -1.56
H -0.62 -1.37 -2.57
H 1.32 -0.51 -0.60
H -0.71 0.47 0.20
H -0.59 1.56 -1.15
H 1.72 2.04 -0.80
H 0.57 2.70 0.36
H 0.34 2.09 3.62
H 0.37 0.93 2.48
O 0.39 1.08 3.48

Output
Energy above the lowest of the compared OMol25 structures with the same formula, charge and spin (kJ/mol): 179.6
Total charge: -1
Electronic energy (eV): -9926.3623
HOMO-LUMO gap (eV): 6.7

[12]
Formula: CH3Br2P
Source: the OMol25 dataset
Level of theory: ωB97M-V with the def2-TZVPD basis set

Cartesian coordinates (Å):
C -1.45 1.08 0.17
P 1.66 -0.91 -0.15
Br -1.87 2.09 -1.30
Br 1.93 -2.71 1.01
H -1.38 0.07 -0.03
H -1.89 1.41 1.06
H 3.01 -1.02 -0.75

Output
Energy above the lowest of the compared OMol25 structures with the same formula, charge and spin (kJ/mol): 416.6
Electronic energy (eV): -150456.4054
HOMO-LUMO gap (spin up / spin down) (eV): 7.1 / 8.3

Copy entry 11 word for word.
Formula: C4H12NO2
Source: the OMol25 dataset
Level of theory: ωB97M-V with the def2-TZVPD basis set

Cartesian coordinates (Å):
C -1.31 -2.05 -0.52
C -0.25 -1.55 -1.54
N 0.57 -0.31 -1.24
C -0.06 0.78 -0.55
C 1.07 1.75 0.08
O 1.75 1.17 1.12
H -1.72 -3.02 -0.73
H -2.30 -1.26 -0.57
H -0.90 -2.02 0.50
H 0.40 -2.47 -1.56
H -0.62 -1.37 -2.57
H 1.32 -0.51 -0.60
H -0.71 0.47 0.20
H -0.59 1.56 -1.15
H 1.72 2.04 -0.80
H 0.57 2.70 0.36
H 0.34 2.09 3.62
H 0.37 0.93 2.48
O 0.39 1.08 3.48

Output
Energy above the lowest of the compared OMol25 structures with the same formula, charge and spin (kJ/mol): 179.6
Total charge: -1
Electronic energy (eV): -9926.3623
HOMO-LUMO gap (eV): 6.7

What is the electronic energy in the tenth record? -43056.0653 eV

Look up the electronic energy of the ninth one. -24240.2154 eV

Which formula does entry 2 have? C52H110N2O10